{
  "formula": "C6H6FLiO6Ru",
  "method": "ωB97M-V/def2-TZVPD",
  "elements": ["H", "O", "O", "O", "C", "C", "C", "H", "F", "H", "Ru", "H", "O", "O", "O", "C", "C", "C", "H", "H", "Li"],
  "positions_angstrom": [[-0.361, -1.206, 1.379], [1.895, 0.842, 0.272], [1.379, -0.330, -1.486], [1.715, 1.835, -1.753], [1.475, -0.499, 0.779], [1.611, -1.304, -0.463], [1.701, 0.873, -0.985], [2.192, -0.784, 1.555], [2.891, -1.835, -0.744], [0.921, -2.140, -0.607], [2.073, 3.710, -1.760], [-3.148, 0.164, 2.049], [-2.127, 1.223, 0.576], [-1.464, -0.650, -0.341], [-1.426, 1.189, -1.560], [-2.125, 0.273, 1.676], [-1.543, -1.001, 1.067], [-1.676, 0.639, -0.502], [-1.474, 0.703, 2.446], [-2.235, -1.850, 1.117], [-0.272, 0.148, -2.715]],
  "spin_multiplicity": 7,
  "e_homo_ev": [-14.37, -17.79],
  "lumo_ev": [-7.21, -10.36],
  "energy_ha": -885.15051,
  "s_squared": 12.006,
  "total_charge": 2
}


{
  "formula": "C25H42AlBBeCaClF11N2O6PRb",
  "method": "ωB97M-V/def2-TZVPD",
  "elements": ["C", "C", "C", "C", "C", "C", "C", "C", "O", "O", "B", "O", "O", "C", "C", "C", "C", "N", "O", "H", "H", "H", "H", "H", "H", "H", "H", "H", "H", "H", "H", "H", "H", "H", "H", "H", "H", "H", "H", "H", "H", "H", "H", "H", "Rb", "N", "C", "C", "C", "C", "H", "H", "H", "H", "H", "Cl", "Be", "F", "Al", "F", "F", "F", "C", "C", "C", "C", "C", "C", "H", "H", "H", "H", "H", "H", "F", "P", "F", "F", "F", "F", "F", "C", "C", "O", "C", "H", "H", "H", "H", "H", "H", "F", "Ca"],
  "positions_angstrom": [[-1.218, 3.682, 0.539], [-2.071, 2.664, 1.557], [-3.653, 3.185, 1.345], [-1.772, 2.897, 3.136], [-0.545, 1.956, 3.778], [0.801, 2.846, 3.612], [2.215, 2.084, 3.409], [3.061, 2.542, 2.041], [4.482, 2.707, 2.401], [-0.990, 1.804, 5.206], [-0.034, 1.021, 5.996], [1.065, 1.764, 6.673], [-0.057, -0.472, 6.152], [-0.574, 0.478, 3.121], [-0.898, 0.422, 1.495], [0.449, 0.605, 0.550], [-1.360, -1.169, 1.234], [-2.084, 1.242, 1.067], [-3.222, 0.629, 1.468], [-1.429, 3.370, -0.577], [-1.545, 4.817, 0.709], [-0.064, 3.640, 0.702], [-3.640, 4.368, 1.270], [-4.085, 2.800, 0.302], [-4.342, 2.906, 2.249], [-2.760, 2.612, 3.730], [-1.575, 4.043, 3.406], [0.893, 3.516, 4.597], [0.709, 3.649, 2.733], [2.204, 0.918, 3.436], [2.929, 2.418, 4.307], [2.998, 1.638, 1.265], [2.636, 3.518, 1.552], [4.868, 3.392, 1.765], [0.761, 1.945, 7.624], [-0.816, -0.612, 6.810], [0.358, -0.205, 3.288], [-1.489, -0.107, 3.621], [0.882, 1.689, 0.533], [1.269, -0.233, 0.762], [0.079, 0.385, -0.564], [-2.014, -1.594, 2.113], [-0.397, -1.862, 1.119], [-1.924, -1.251, 0.195], [0.392, 2.694, -0.997], [-2.340, 1.653, -5.296], [-2.760, 0.731, -4.373], [-3.520, -0.212, -5.028], [-3.554, 0.151, -6.396], [-2.815, 1.305, -6.533], [-1.767, 2.463, -5.095], [-2.484, 0.825, -3.331], [-3.997, -1.069, -4.571], [-4.063, -0.373, -7.195], [-2.588, 1.906, -7.403], [-3.458, 3.738, -6.062], [-4.151, -2.922, -3.904], [-6.263, -7.434, -5.804], [-4.684, -6.585, -5.972], [-3.874, -7.118, -7.490], [-3.636, -6.981, -4.562], [-4.962, -4.806, -6.033], [2.647, -5.478, 2.227], [1.274, -5.720, 2.229], [0.427, -4.930, 3.005], [0.953, -3.891, 3.774], [2.326, -3.647, 3.769], [3.174, -4.443, 3.000], [3.308, -6.096, 1.625], [0.863, -6.525, 1.625], [-0.643, -5.122, 3.011], [0.292, -3.272, 4.375], [2.735, -2.836, 4.367], [4.244, -4.256, 3.001], [5.594, -7.330, 2.722], [6.439, -7.921, 1.553], [5.182, -7.760, 0.645], [7.342, -6.860, 2.251], [5.894, -9.326, 1.951], [7.668, -8.880, 1.559], [6.954, -7.371, 0.188], [1.309, 6.214, -4.692], [0.843, 5.648, -6.006], [-0.115, 4.879, -6.066], [1.595, 6.058, -7.244], [0.674, 5.830, -3.886], [2.340, 5.907, -4.500], [1.233, 7.304, -4.709], [2.639, 5.745, -7.166], [1.531, 7.142, -7.375], [1.147, 5.573, -8.118], [-5.444, 1.704, 3.010], [-2.002, -4.951, -5.806]],
  "spin_multiplicity": 2,
  "e_homo_ev": [-9.21, -9.21],
  "lumo_ev": [-6.84, -6.84],
  "energy_ha": -4421.96156,
  "s_squared": 1.762,
  "total_charge": 1
}


{
  "formula": "C29H54O27",
  "method": "ωB97M-V/def2-TZVPD",
  "elements": ["C", "C", "C", "O", "C", "O", "O", "H", "H", "H", "H", "H", "H", "C", "C", "C", "O", "C", "O", "O", "H", "H", "H", "H", "H", "H", "C", "O", "C", "O", "O", "C", "H", "H", "H", "H", "H", "H", "C", "O", "C", "O", "O", "C", "H", "H", "H", "H", "H", "H", "C", "O", "C", "O", "O", "C", "H", "H", "H", "H", "H", "H", "C", "O", "C", "O", "O", "C", "H", "H", "H", "H", "H", "H", "C", "O", "C", "O", "O", "C", "H", "H", "H", "H", "H", "H", "C", "O", "C", "O", "O", "C", "H", "H", "H", "H", "H", "H", "C", "O", "C", "O", "O", "C", "H", "H", "H", "H", "H", "H"],
  "positions_angstrom": [[-6.376, 1.846, -4.964], [-5.316, 2.950, -4.658], [-5.393, 3.420, -3.228], [-4.133, 3.134, -2.641], [-3.348, 2.521, -3.545], [-2.127, 2.339, -3.417], [-4.038, 2.372, -4.662], [-6.355, 1.092, -4.178], [-6.259, 1.306, -5.904], [-7.352, 2.326, -4.891], [-5.294, 3.850, -5.272], [-6.050, 2.898, -2.533], [-5.557, 4.487, -3.075], [-1.891, -2.457, 1.639], [-1.860, -1.786, 2.979], [-2.042, -0.286, 2.918], [-3.404, -0.203, 2.933], [-3.935, -1.248, 3.611], [-5.059, -1.469, 3.988], [-2.916, -2.167, 3.882], [-2.002, -3.532, 1.775], [-1.069, -2.275, 0.946], [-2.821, -2.203, 1.131], [-0.962, -1.850, 3.593], [-1.690, 0.175, 1.995], [-1.739, 0.280, 3.798], [1.895, 2.496, 0.304], [1.910, 1.072, 0.422], [0.929, 0.208, 0.171], [1.021, -1.004, 0.437], [-0.101, 0.875, -0.524], [-1.165, 0.154, -1.138], [0.934, 2.983, 0.139], [2.525, 2.794, -0.535], [2.283, 2.889, 1.244], [-0.966, -0.892, -1.371], [-1.565, 0.705, -1.988], [-1.933, 0.321, -0.383], [5.412, 1.478, 2.778], [5.063, 0.593, 3.857], [5.855, -0.467, 4.327], [6.840, -0.960, 3.688], [5.307, -1.073, 5.373], [4.382, -0.319, 6.198], [4.548, 1.998, 2.364], [6.006, 1.137, 1.930], [6.055, 2.236, 3.227], [4.346, -0.760, 7.194], [3.340, -0.231, 5.891], [4.643, 0.739, 6.211], [6.503, -4.382, -0.996], [5.642, -3.471, -0.371], [6.168, -2.581, 0.499], [7.140, -2.702, 1.181], [5.326, -1.509, 0.723], [4.019, -1.500, 0.290], [7.299, -3.846, -1.513], [6.051, -5.057, -1.722], [7.098, -4.996, -0.320], [3.603, -0.759, 0.973], [3.429, -2.398, 0.469], [4.079, -1.192, -0.753], [-6.055, 5.857, 1.060], [-5.062, 4.926, 0.944], [-3.848, 5.350, 0.486], [-3.450, 6.512, 0.478], [-2.910, 4.353, 0.339], [-3.190, 3.002, 0.689], [-5.835, 6.606, 1.820], [-6.851, 5.237, 1.473], [-6.399, 6.369, 0.161], [-4.178, 2.806, 0.273], [-3.210, 2.896, 1.774], [-2.475, 2.335, 0.208], [-2.292, -0.145, -5.401], [-2.781, -1.501, -5.527], [-2.455, -2.500, -4.727], [-1.836, -2.430, -3.670], [-2.839, -3.581, -5.368], [-2.977, -4.787, -4.675], [-1.216, -0.247, -5.543], [-2.536, 0.097, -4.366], [-2.776, 0.588, -6.046], [-3.806, -4.771, -3.967], [-2.144, -5.088, -4.039], [-3.164, -5.696, -5.247], [-0.935, -3.488, 6.364], [0.274, -3.687, 5.744], [0.974, -2.602, 5.346], [0.889, -1.456, 5.829], [1.590, -2.978, 4.273], [2.252, -2.073, 3.408], [-1.035, -4.430, 6.903], [-1.809, -3.351, 5.727], [-0.902, -2.693, 7.109], [3.330, -2.186, 3.531], [2.050, -1.002, 3.438], [2.216, -2.456, 2.388], [1.196, 0.954, -4.272], [2.080, 0.716, -3.232], [3.333, 0.369, -3.453], [3.750, -0.152, -4.513], [4.083, 0.730, -2.410], [5.546, 0.645, -2.494], [0.236, 1.375, -3.973], [0.932, -0.017, -4.692], [1.591, 1.590, -5.065], [5.838, -0.392, -2.663], [5.869, 1.139, -1.578], [6.006, 1.159, -3.338]],
  "spin_multiplicity": 1,
  "de_lowest_kcal_mol": 104.4,
  "e_homo_ev": -10.07,
  "lumo_ev": 0.08,
  "energy_ha": -3168.75888,
  "total_charge": 0,
  "smiles": "C[C@H]1COC(=O)O1.C[C@H]1COC(=O)O1.COC(=O)OC.COC(=O)OC.COC(=O)OC.COC(=O)OC.COC(=O)OC.COC(=O)OC.COC(=O)OC"
}


{
  "formula": "C3H3F2NO",
  "method": "ωB97M-V/def2-TZVPD",
  "elements": ["C", "C", "C", "N", "O", "F", "F", "H", "H", "H"],
  "positions_angstrom": [[0.115, -1.201, -0.535], [-0.934, -0.560, 0.116], [0.867, 0.714, 0.274], [-0.574, 0.673, 0.519], [1.271, -0.510, -0.435], [-2.188, -0.996, 0.192], [-1.253, 1.892, -0.482], [0.081, -2.234, -0.649], [1.227, 1.593, -0.183], [1.388, 0.629, 1.184]],
  "spin_multiplicity": 3,
  "de_lowest_kcal_mol": 23.7,
  "e_homo_ev": [-7.76, -10.94],
  "lumo_ev": [0.77, -2.48],
  "energy_ha": -445.63799,
  "s_squared": 2.012,
  "total_charge": 0
}


{
  "formula": "C2H9N2O",
  "method": "ωB97M-V/def2-TZVPD",
  "elements": ["C", "N", "H", "H", "H", "H", "H", "H", "C", "N", "O", "H", "H", "H"],
  "positions_angstrom": [[-0.928, 0.604, -2.088], [0.439, 0.027, -1.720], [-0.774, 1.672, -2.415], [-1.393, -0.028, -2.841], [-1.533, 0.490, -1.149], [1.166, 0.784, -2.061], [0.625, -0.875, -2.121], [0.655, -0.228, -0.684], [0.466, -0.858, 2.072], [0.138, 0.049, 3.009], [0.243, -0.534, 0.872], [0.989, -1.863, 2.191], [-0.622, 0.716, 2.895], [0.530, 0.044, 4.041]],
  "spin_multiplicity": 1,
  "de_lowest_kcal_mol": 33.2,
  "e_homo_ev": -14.33,
  "lumo_ev": -3.12,
  "energy_ha": -266.09872,
  "total_charge": 1
}


{
  "formula": "C20H53BFNNbO5",
  "method": "ωB97M-V/def2-TZVPD",
  "elements": ["C", "O", "C", "C", "C", "C", "C", "Nb", "F", "B", "O", "N", "C", "C", "H", "H", "H", "H", "H", "H", "H", "H", "H", "H", "H", "H", "H", "H", "H", "H", "H", "H", "H", "H", "H", "H", "H", "C", "C", "O", "C", "C", "H", "H", "H", "H", "H", "H", "H", "H", "H", "H", "C", "C", "O", "C", "C", "H", "H", "H", "H", "H", "H", "H", "H", "H", "H", "C", "C", "O", "C", "C", "H", "H", "H", "H", "H", "H", "H", "H", "H", "H"],
  "positions_angstrom": [[-0.541, 2.425, 2.920], [-1.359, 1.837, 1.848], [-2.539, 2.655, 1.529], [-2.442, 3.500, 0.126], [-0.951, 4.076, -0.235], [-0.482, 3.411, -1.697], [-0.139, 1.825, -1.547], [1.761, 1.085, -2.527], [2.539, 3.013, -2.905], [2.752, 1.079, -0.419], [2.004, 0.608, 0.798], [4.207, 1.519, -0.182], [4.875, 0.671, 0.886], [4.107, 2.930, 0.377], [-0.782, 2.023, 3.994], [-0.646, 3.609, 2.903], [0.592, 2.200, 2.634], [-3.446, 1.891, 1.391], [-2.858, 3.350, 2.432], [-2.784, 2.831, -0.772], [-3.161, 4.446, 0.238], [-0.137, 3.904, 0.589], [-1.036, 5.260, -0.365], [0.384, 4.094, -2.080], [-1.426, 3.514, -2.409], [-0.129, 1.480, -0.425], [-1.045, 1.233, -2.051], [0.878, 1.057, -4.133], [3.268, 0.399, -3.291], [1.245, -0.645, -2.166], [1.809, -0.367, 0.593], [4.352, 0.777, 1.951], [6.009, 1.000, 1.049], [4.787, -0.461, 0.575], [3.302, 3.540, -0.227], [3.721, 2.829, 1.488], [5.154, 3.482, 0.449], [-4.218, -1.593, -5.131], [-2.771, -1.144, -5.000], [-2.448, -0.641, -3.706], [-2.612, -1.544, -2.615], [-1.759, -2.796, -2.733], [-4.899, -0.765, -4.895], [-4.421, -1.936, -6.151], [-4.454, -2.413, -4.450], [-2.592, -0.329, -5.708], [-2.083, -1.948, -5.276], [-3.670, -1.797, -2.490], [-2.316, -1.000, -1.710], [-2.016, -3.384, -3.618], [-1.895, -3.434, -1.855], [-0.699, -2.531, -2.813], [-7.896, -0.145, 0.318], [-6.450, 0.303, 0.449], [-6.126, 0.807, 1.743], [-6.290, -0.096, 2.834], [-5.437, -1.348, 2.716], [-8.577, 0.683, 0.554], [-8.099, -0.488, -0.702], [-8.132, -0.965, 0.999], [-6.270, 1.119, -0.259], [-5.761, -0.501, 0.173], [-7.348, -0.349, 2.959], [-5.994, 0.447, 3.739], [-5.694, -1.936, 1.831], [-5.573, -1.986, 3.594], [-4.377, -1.083, 2.636], [6.540, -4.911, 1.663], [6.651, -3.511, 1.080], [6.326, -2.481, 2.011], [7.129, -2.412, 3.186], [8.603, -2.180, 2.899], [5.526, -5.088, 2.044], [6.765, -5.662, 0.898], [7.231, -5.063, 2.494], [5.942, -3.419, 0.251], [7.645, -3.338, 0.657], [6.982, -3.309, 3.797], [6.749, -1.571, 3.778], [9.039, -2.994, 2.315], [9.165, -2.097, 3.834], [8.740, -1.256, 2.325]],
  "spin_multiplicity": 1,
  "e_homo_ev": -4.08,
  "lumo_ev": 2.39,
  "energy_ha": -1406.13296,
  "total_charge": -1
}


{
  "formula": "CH6N3",
  "method": "ωB97M-V/def2-TZVPD",
  "elements": ["C", "N", "N", "N", "H", "H", "H", "H", "H", "H"],
  "positions_angstrom": [[-0.401, 0.637, 0.123], [-0.299, -0.399, -0.679], [-1.135, 1.734, -0.082], [0.595, -1.353, -0.340], [0.339, 0.820, 0.927], [-0.834, 2.578, 0.303], [-2.017, 1.664, -0.538], [0.419, -2.293, -0.108], [1.379, -1.071, 0.715], [1.511, -1.423, -0.896]],
  "spin_multiplicity": 1,
  "de_lowest_kcal_mol": 89.1,
  "e_homo_ev": -14.86,
  "lumo_ev": -4.54,
  "energy_ha": -205.61538,
  "total_charge": 1
}


{
  "formula": "C6H8N2",
  "method": "ωB97M-V/def2-TZVPD",
  "elements": ["C", "C", "C", "C", "C", "N", "C", "N", "H", "H", "H", "H", "H", "H", "H", "H"],
  "positions_angstrom": [[-0.485, -0.081, 1.537], [-0.815, -0.836, -1.448], [0.206, 1.026, 0.872], [0.048, -1.399, -0.299], [0.628, 2.192, 0.483], [-0.503, -1.320, 1.011], [1.390, -0.672, -0.320], [2.515, -0.464, -0.489], [-0.509, -0.052, 2.629], [-1.299, 0.796, 1.140], [0.266, -2.451, -0.514], [-0.021, 3.058, 0.389], [1.665, 2.319, 0.195], [-0.327, -1.008, -2.409], [-0.979, 0.236, -1.341], [-1.780, -1.343, -1.435]],
  "spin_multiplicity": 1,
  "de_lowest_kcal_mol": 124.6,
  "e_homo_ev": [-8.42, -8.42],
  "lumo_ev": [-0.38, -0.39],
  "energy_ha": -342.73537,
  "total_charge": 0
}


{
  "formula": "CF3MgNO4PbS3",
  "method": "ωB97M-V/def2-TZVPD",
  "elements": ["Mg", "N", "S", "O", "C", "F", "F", "F", "Pb", "S", "O", "S", "O", "O"],
  "positions_angstrom": [[0.392, 2.435, 0.052], [1.764, 1.080, 0.215], [1.570, -0.373, 0.456], [0.198, -0.964, 0.824], [1.674, -1.265, -1.184], [2.810, -0.977, -1.803], [0.643, -0.858, -1.936], [1.591, -2.580, -1.033], [-1.614, -0.311, 0.466], [-2.786, 2.520, 0.290], [-1.342, 1.676, 0.280], [-3.853, 0.998, 1.434], [-3.546, -0.322, 0.531], [2.500, -1.059, 1.406]],
  "spin_multiplicity": 1,
  "e_homo_ev": -7.53,
  "lumo_ev": -2.60,
  "energy_ha": -2280.76817,
  "total_charge": 0
}